No. 1
Here is a structure of composition C24H22N2O6S from OMol25. Energies are from ωB97M-V/def2-TZVPD.

Computed properties:
Total charge: 0
ΔE to the lowest compared entry with this formula, charge and spin in eV: 2.221
Orbital gap in eV: 7.3291
Maximum force in eV/Å: 0.972

CARTESIAN COORDINATES (ANGSTROEM)
C 0.996 -3.868 1.373
C 1.205 -3.039 0.141
O 0.487 -3.109 -0.818
O 2.306 -2.253 0.187
C 2.253 -1.076 -0.623
C 1.657 0.157 0.095
C 1.388 0.013 1.596
C 0.192 0.876 2.040
C -1.079 0.461 1.330
C -1.796 1.430 0.557
C -2.922 1.100 -0.129
C -3.380 -0.237 -0.066
N -4.445 -0.754 -0.690
S -4.522 -2.291 -0.293
N -3.240 -2.423 0.686
C -2.695 -1.206 0.720
C -1.524 -0.821 1.426
H 1.411 -4.858 1.199
H -0.077 -3.984 1.499
H 1.447 -3.430 2.257
H 3.280 -0.854 -0.903
H 1.710 -1.245 -1.548
H 2.369 0.972 -0.022
H 0.767 0.465 -0.451
H 1.185 -1.006 1.902
H 2.261 0.389 2.126
H 0.398 1.932 1.885
H 0.037 0.703 3.106
H -1.434 2.447 0.519
H -3.466 1.823 -0.718
H -1.002 -1.546 2.034
C -4.213 6.880 1.742
C -3.001 6.347 1.875
C -2.826 4.933 2.289
O -1.723 4.444 2.410
C -4.050 4.134 2.546
C -5.261 4.667 2.413
C -5.439 6.082 2.000
O -6.542 6.569 1.877
H -4.367 7.909 1.442
H -2.094 6.909 1.691
H -3.895 3.104 2.842
H -6.168 4.104 2.594
C 5.900 -2.789 -4.186
C 5.377 -3.649 -5.056
C 4.086 -4.333 -4.783
O 3.613 -5.117 -5.576
C 3.402 -4.020 -3.502
C 3.928 -3.161 -2.633
C 5.215 -2.477 -2.907
O 5.688 -1.687 -2.117
H 6.838 -2.278 -4.364
H 5.857 -3.892 -5.995
H 2.462 -4.525 -3.322
H 3.448 -2.924 -1.695

Charge distribution, Löwdin scheme, values in e:
1. C 0.0230
2. C -0.5475
3. O 0.1102
4. O -0.0370
5. C -0.1672
6. C -0.1296
7. C -0.1715
8. C -0.1431
9. C -0.2227
10. C -0.0322
11. C -0.0107
12. C -0.3652
13. N -0.2474
14. S 0.9974
15. N -0.2218
16. C -0.3637
17. C 0.0284
18. H 0.0937
19. H 0.0868
20. H 0.0833
21. H 0.1103
22. H 0.1182
23. H 0.1140
24. H 0.1082
25. H 0.0844
26. H 0.1165
27. H 0.1132
28. H 0.1205
29. H 0.1032
30. H 0.1144
31. H 0.1191
32. C 0.0219
33. C 0.0202
34. C -0.3861
35. O 0.0923
36. C 0.0191
37. C 0.0233
38. C -0.3860
39. O 0.1105
40. H 0.1223
41. H 0.1216
42. H 0.1215
43. H 0.1231
44. C 0.0190
45. C 0.0201
46. C -0.3848
47. O 0.1079
48. C 0.0372
49. C 0.0284
50. C -0.3768
51. O 0.1038
52. H 0.1208
53. H 0.1211
54. H 0.1254
55. H 0.0891



No. 2
Here is the molecule C24H22N4O3S from OMol25. Energies are from ωB97M-V/def2-TZVPD.

Computed properties:
SMILES: COc1ccc(N2C(=O)[C@H](CC(=O)Nc3ccccc3)N(Cc3ccccn3)C2=S)cc1
Total charge: 0
ΔE to the lowest compared entry with this formula, charge and spin in eV: 0.000
Orbital gap in eV: 8.5472
Maximum force in eV/Å: 0.707

CARTESIAN COORDINATES (ANGSTROEM)
C -7.285 -1.406 0.654
O -6.754 -0.499 -0.281
C -5.421 -0.231 -0.243
C -4.958 0.682 -1.193
C -3.628 1.036 -1.235
C -2.737 0.472 -0.331
N -1.368 0.836 -0.377
C -0.588 0.730 -1.498
O -0.936 0.398 -2.600
C 0.817 1.164 -1.077
C 1.871 0.105 -1.409
C 1.555 -1.207 -0.695
O 0.484 -1.418 -0.171
N 2.599 -2.075 -0.729
C 2.683 -3.375 -0.212
C 1.642 -3.983 0.482
C 1.801 -5.269 0.966
C 2.985 -5.959 0.769
C 4.022 -5.354 0.079
C 3.875 -4.070 -0.409
N 0.650 1.411 0.331
C 1.749 1.686 1.220
C 2.563 2.839 0.695
C 2.173 4.154 0.924
C 2.940 5.175 0.388
C 4.064 4.847 -0.357
C 4.362 3.505 -0.534
N 3.632 2.526 -0.027
C -0.624 1.219 0.725
S -1.204 1.491 2.231
C -3.181 -0.451 0.601
C -4.519 -0.798 0.652
H -6.850 -2.404 0.539
H -7.134 -1.059 1.682
H -8.353 -1.454 0.444
H -5.668 1.106 -1.885
H -3.274 1.742 -1.971
H 1.080 2.094 -1.603
H 1.841 -0.071 -2.487
H 2.859 0.478 -1.131
H 3.432 -1.767 -1.213
H 0.719 -3.450 0.635
H 0.988 -5.734 1.502
H 3.100 -6.962 1.150
H 4.950 -5.883 -0.080
H 4.686 -3.599 -0.948
H 1.313 1.921 2.195
H 2.388 0.800 1.313
H 1.292 4.362 1.510
H 2.669 6.208 0.549
H 4.690 5.611 -0.789
H 5.223 3.193 -1.111
H -2.480 -0.900 1.286
H -4.841 -1.514 1.391

Charge distribution, Löwdin scheme, values in e:
1. C -0.0907
2. O -0.0834
3. C -0.2741
4. C 0.0067
5. C 0.0054
6. C -0.2228
7. N 0.0486
8. C -0.3751
9. O 0.1308
10. C -0.1612
11. C -0.0287
12. C -0.4302
13. O 0.1034
14. N 0.1340
15. C -0.2184
16. C -0.0111
17. C -0.0775
18. C -0.0995
19. C -0.0913
20. C -0.0362
21. N -0.0649
22. C -0.1062
23. C -0.2690
24. C -0.0045
25. C -0.0582
26. C -0.0625
27. C -0.1363
28. N 0.1031
29. C -0.7577
30. S 0.7214
31. C -0.0314
32. C -0.0070
33. H 0.0952
34. H 0.0956
35. H 0.0920
36. H 0.1183
37. H 0.1208
38. H 0.1714
39. H 0.1389
40. H 0.1007
41. H 0.1449
42. H 0.0992
43. H 0.1047
44. H 0.0990
45. H 0.1023
46. H 0.1078
47. H 0.0790
48. H 0.1350
49. H 0.1190
50. H 0.1081
51. H 0.1012
52. H 0.1060
53. H 0.1019
54. H 0.1039



No. 3
Here is a structure of composition C24H23AsBF5N10O7Rb from OMol25. Energies are from ωB97M-V/def2-TZVPD.

Computed properties:
Total charge: -2
ΔE to the lowest compared entry with this formula, charge and spin in eV: 0.699
Multiplicity: 2
Orbital gap (alpha / beta) in eV: 6.2178 / 5.6193
<S²>: 0.75
Maximum force in eV/Å: 0.751

CARTESIAN COORDINATES (ANGSTROEM)
Rb 0.107 -0.943 -0.733
C 0.205 3.346 2.411
C -0.506 2.311 1.775
N 0.310 1.460 1.179
N 1.557 1.927 1.403
C 1.524 3.057 2.142
B 2.770 1.259 0.737
N 2.917 -0.210 1.182
C 3.847 -1.090 0.747
C 3.679 -2.263 1.442
C 2.587 -1.996 2.295
N 2.141 -0.762 2.141
N 2.611 1.349 -0.798
C 2.317 2.466 -1.498
C 2.256 2.137 -2.829
C 2.532 0.760 -2.849
N 2.740 0.283 -1.629
N 4.048 2.008 1.223
C 4.810 1.677 2.287
C 5.744 2.674 2.468
C 5.457 3.591 1.440
N 4.436 3.188 0.699
H -0.184 4.179 2.971
H -1.572 2.148 1.734
H 2.429 3.579 2.404
H 4.541 -0.820 -0.030
H 4.237 -3.178 1.332
H 2.106 -2.652 3.006
H 2.160 3.405 -0.995
H 1.997 2.780 -3.651
H 2.570 0.092 -3.696
H 4.628 0.769 2.838
H 6.512 2.728 3.221
H 5.952 4.522 1.206
O -4.450 -2.473 -1.104
C -3.498 -1.700 -1.312
O -2.378 -1.712 -0.734
C -3.708 -0.576 -2.336
C -4.951 -0.427 -2.869
C -5.260 0.633 -3.752
C -4.312 1.595 -4.045
C -3.055 1.491 -3.500
C -2.619 0.335 -2.719
O -1.429 0.119 -2.461
N -2.129 2.564 -3.817
O -2.339 3.237 -4.828
O -1.217 2.796 -3.050
N -6.566 0.749 -4.319
O -6.836 1.735 -5.007
O -7.408 -0.099 -4.039
H -5.713 -1.139 -2.585
H -4.554 2.428 -4.688
C -1.909 -3.258 2.773
As -1.331 -1.499 2.091
C -0.743 -0.817 3.849
C -3.128 -0.723 2.132
H -2.485 -3.140 3.694
H -1.045 -3.895 2.969
H -2.533 -3.730 2.014
H -1.547 -0.903 4.584
H -0.435 0.223 3.747
H 0.124 -1.386 4.187
H -3.565 -0.837 3.126
H -3.730 -1.239 1.385
H -3.089 0.335 1.871
F 2.302 -4.625 -0.209
C 1.374 -4.079 -0.966
F 1.801 -3.894 -2.200
C 0.013 -4.788 -0.881
F -0.495 -4.665 0.332
F -0.817 -4.306 -1.781
F 0.198 -6.110 -1.126

Charge distribution, Löwdin scheme, values in e:
1. Rb 0.8419
2. C -0.0749
3. C -0.1705
4. N 0.0396
5. N -0.0091
6. C -0.0845
7. B -0.6897
8. N -0.0280
9. C -0.1105
10. C -0.0869
11. C -0.1829
12. N 0.0770
13. N -0.0136
14. C -0.0829
15. C -0.0644
16. C -0.1790
17. N 0.0020
18. N -0.0189
19. C -0.0945
20. C -0.0932
21. C -0.1924
22. N 0.0729
23. H 0.0772
24. H 0.0931
25. H 0.1089
26. H 0.1175
27. H 0.0805
28. H 0.0927
29. H 0.1198
30. H 0.0899
31. H 0.0968
32. H 0.1178
33. H 0.0730
34. H 0.0843
35. O -0.0403
36. C -0.6654
37. O -0.2750
38. C -0.0346
39. C 0.0435
40. C -0.1731
41. C 0.0502
42. C -0.0714
43. C -0.3209
44. O -0.1815
45. N -0.3582
46. O 0.0056
47. O 0.0698
48. N -0.3833
49. O -0.0012
50. O 0.0161
51. H 0.1180
52. H 0.1195
53. C -0.3375
54. As 1.0087
55. C -0.3398
56. C -0.3058
57. H 0.0121
58. H 0.0029
59. H 0.0193
60. H 0.0084
61. H -0.0028
62. H -0.0018
63. H 0.0172
64. H 0.0137
65. H 0.0087
66. F 0.1432
67. C -0.2371
68. F 0.1471
69. C -0.5917
70. F 0.1737
71. F 0.1970
72. F 0.1379



No. 4
Here is a structure of composition C24H23AsKN4O6S at a distorted geometry from OMol25. Energies are from ωB97M-V/def2-TZVPD.

Computed properties:
Total charge: -1
ΔE to the lowest compared entry with this formula, charge and spin in eV: 0.825
Orbital gap in eV: 7.5022
Maximum force in eV/Å: 3.778

CARTESIAN COORDINATES (ANGSTROEM)
K 0.762 -0.406 0.020
C -1.775 1.962 1.728
N -2.036 1.617 0.334
C -1.911 2.773 -0.527
C -0.499 3.320 -0.630
C -0.290 4.596 -1.144
C 1.011 5.052 -1.281
C 2.057 4.228 -0.894
C 1.757 2.973 -0.380
N 0.504 2.535 -0.255
C -3.292 0.910 0.144
C -3.190 -0.576 0.426
C -4.159 -1.249 1.159
C -4.002 -2.609 1.383
C -2.895 -3.250 0.856
C -2.005 -2.505 0.093
N -2.151 -1.201 -0.115
C -1.669 0.751 2.620
C -2.625 0.475 3.589
C -2.493 -0.675 4.352
C -1.401 -1.497 4.134
C -0.465 -1.111 3.182
N -0.599 -0.021 2.439
H -2.554 2.642 2.120
H -0.811 2.468 1.762
H -2.586 3.593 -0.216
H -2.211 2.470 -1.534
H -1.132 5.215 -1.433
H 1.202 6.038 -1.686
H 3.085 4.548 -0.989
H 2.531 2.272 -0.075
H -3.577 1.006 -0.907
H -4.109 1.349 0.745
H -5.006 -0.714 1.571
H -4.731 -3.152 1.972
H -2.728 -4.307 1.014
H -1.155 -2.974 -0.387
H -3.471 1.138 3.730
H -3.238 -0.923 5.098
H -1.257 -2.401 4.711
H 0.444 -1.683 3.027
O 2.973 -1.602 2.150
As 3.845 -0.936 0.754
O 5.243 -0.303 1.318
O 2.887 0.130 -0.046
C 4.243 -2.527 -0.319
C 5.595 -2.826 -0.445
C 6.017 -3.903 -1.209
C 5.083 -4.696 -1.863
C 3.732 -4.411 -1.740
C 3.313 -3.334 -0.972
S 1.545 -3.044 -0.878
O 1.276 -1.853 -1.669
O 0.901 -4.243 -1.382
O 1.223 -2.812 0.544
H 2.256 -2.081 1.682
H 6.295 -2.179 0.073
H 7.074 -4.124 -1.292
H 5.404 -5.537 -2.465
H 2.977 -5.014 -2.228

Charge distribution, Löwdin scheme, values in e:
1. K 0.7704
2. C -0.1274
3. N -0.1507
4. C -0.1439
5. C -0.2683
6. C -0.0414
7. C -0.0814
8. C -0.0556
9. C -0.0965
10. N 0.0991
11. C -0.1285
12. C -0.2786
13. C -0.0446
14. C -0.0764
15. C -0.0496
16. C -0.1060
17. N 0.1200
18. C -0.2729
19. C -0.0408
20. C -0.0754
21. C -0.0517
22. C -0.1012
23. N 0.1024
24. H 0.1237
25. H 0.1190
26. H 0.1258
27. H 0.1291
28. H 0.1052
29. H 0.0993
30. H 0.1017
31. H 0.0901
32. H 0.1241
33. H 0.1226
34. H 0.1064
35. H 0.1014
36. H 0.1058
37. H 0.0858
38. H 0.1076
39. H 0.1025
40. H 0.1030
41. H 0.1056
42. O -0.2794
43. As 0.8042
44. O -0.5053
45. O -0.6350
46. C -0.2104
47. C -0.0919
48. C -0.0917
49. C -0.0912
50. C -0.0696
51. C -0.2443
52. S 0.4370
53. O -0.4431
54. O -0.3312
55. O -0.4420
56. H -0.0505
57. H 0.0925
58. H 0.0945
59. H 0.0946
60. H 0.1029



Q: What is the formula in the first record?
A: C24H22N2O6S